(1)
11
Properties=species:S:1:pos:R:3 method="wB97M-V/def2-TZVPD" e_above_lowest_kcal_mol=9.5 smiles="[H]/N=C/N.SS" orbital_gap_ev=9.14
S 0.0589 1.3501 -3.8377
S -0.2434 -0.1533 -2.4233
H 0.4833 0.5404 -4.8163
H -0.8144 -1.1179 -3.1603
N 0.1905 0.9643 2.0718
C -0.0760 -0.3633 1.8653
N 0.6056 -1.2692 2.4216
H 0.8960 1.1199 2.7719
H -0.5144 1.6375 1.8452
H -0.9195 -0.5214 1.1864
H 0.3334 -2.1871 2.0754



(2)
12
Properties=species:S:1:pos:R:3 method="wB97M-V/def2-TZVPD" e_above_lowest_kcal_mol=30.5 smiles="[H]/N=C1/C=C(C=O)C=N1" orbital_gap_ev=8.92
C -1.5092 -0.4274 -0.0391
C -0.1131 -1.0420 0.0458
C 0.7284 0.0195 0.0526
C 2.1824 0.0865 0.0685
C -0.1239 1.2264 0.0174
H -3.3112 -0.2696 -0.1659
H 0.2861 -2.0049 0.1187
H 2.5965 1.0614 0.3529
H 0.2863 2.2284 -0.1283
N -2.6031 -1.0778 -0.0057
N -1.3770 0.9993 -0.1330
O 2.9576 -0.7997 -0.1839



(3)
93
Properties=species:S:1:pos:R:3 method="wB97M-V/def2-TZVPD" e_above_lowest_kcal_mol=36.8 multiplicity=2 s2=0.775 orbital_gap_ev="6.25 / 6.20"
Re 0.1126 0.4327 0.2734
S 0.0529 2.4877 1.3239
C -1.4787 3.1881 0.8013
C -1.6988 4.5518 0.9770
C -2.9276 5.1207 0.6801
C -3.1406 6.5289 0.9311
N -3.3095 7.6445 1.1482
C -3.9558 4.3128 0.1742
C -3.7268 2.9612 -0.0218
C -2.4953 2.3901 0.2938
S -2.2363 0.6618 0.1218
C -5.2582 4.8659 -0.1219
N -6.2955 5.3033 -0.3518
H -0.9002 5.1750 1.3607
H -4.5229 2.3367 -0.4067
N -0.1748 -1.7830 -0.6520
N 0.8833 -2.6751 -0.5059
C 2.1106 -2.2361 -0.1752
N 3.0194 -3.1960 0.0385
S 2.5515 -0.6192 -0.0990
H -0.9175 -1.9956 0.0119
H -0.5233 -1.7860 -1.6055
H 0.6694 -3.6572 -0.4264
H 2.7824 -4.1724 0.0714
H 3.9378 -2.9122 0.3319
N 0.3735 1.0681 -1.4090
C 0.5735 1.5679 -2.5583
C 0.0552 0.8599 -3.7613
C -1.0361 -0.0016 -3.6278
C -1.5422 -0.6723 -4.7298
C -0.9612 -0.4925 -5.9807
C 0.1308 0.3517 -6.1174
C 0.6377 1.0263 -5.0139
C 1.2850 2.8686 -2.6466
C 2.3013 3.1634 -1.7418
C 2.9278 4.3995 -1.7722
C 2.5321 5.3576 -2.6958
C 1.5084 5.0751 -3.5911
C 0.8873 3.8362 -3.5689
H -1.5045 -0.0991 -2.6538
H -2.4006 -1.3234 -4.6194
H -1.3644 -1.0030 -6.8460
H 0.5889 0.4922 -7.0882
H 1.5015 1.6694 -5.1240
H 2.5955 2.4164 -1.0156
H 3.7204 4.6160 -1.0675
H 3.0088 6.3295 -2.7086
H 1.1862 5.8246 -4.3024
H 0.0691 3.6296 -4.2481
C -0.5799 -1.5653 7.3353
C -0.7894 -1.7788 5.8435
C -1.0715 -3.2484 5.5664
C -1.9373 -0.9130 5.3386
O 0.4428 -1.4738 5.1638
Si 0.9231 -0.3386 4.0924
S 0.0281 -0.9268 2.2573
O 0.4803 1.1841 4.4074
C 0.9844 2.2001 5.2925
C 1.6389 1.5830 6.5242
C -0.2188 3.0338 5.6884
C 2.0065 3.0404 4.5345
O 2.5582 -0.3766 4.0461
C 3.5138 -1.4349 4.2023
C 3.0157 -2.7113 3.5395
C 4.7851 -0.9482 3.5260
C 3.7508 -1.6689 5.6891
H -1.4093 -1.9971 7.8987
H -0.5195 -0.5030 7.5759
H 0.3480 -2.0457 7.6531
H -1.9962 -3.5602 6.0560
H -0.2509 -3.8658 5.9398
H -1.1688 -3.4105 4.4906
H -2.8429 -1.1363 5.9070
H -2.1313 -1.1044 4.2819
H -1.7044 0.1476 5.4535
H 0.9646 0.8734 7.0053
H 1.8899 2.3649 7.2433
H 2.5514 1.0545 6.2473
H -0.9140 2.4454 6.2913
H -0.7390 3.3697 4.7902
H 0.0941 3.9075 6.2642
H 2.6714 2.3863 3.9677
H 2.6041 3.6254 5.2369
H 1.5171 3.7245 3.8362
H 2.7114 -2.4926 2.5171
H 2.1553 -3.1186 4.0742
H 3.8140 -3.4590 3.5299
H 4.6163 -0.8368 2.4514
H 5.6027 -1.6544 3.6891
H 5.0715 0.0242 3.9298
H 2.8120 -1.9397 6.1756
H 4.1363 -0.7611 6.1577
H 4.4753 -2.4730 5.8398